This record from OMol25 describes an isolated molecule of C9H11BO in a non-equilibrium geometry. The level of theory is the ωB97M-V functional and the def2-TZVPD basis.

XYZ file:
```
22
Properties=species:S:1:pos:R:3
B 0.197 0.273 -0.165
C -4.018 -0.456 0.199
C -3.555 0.811 0.024
C -3.153 -1.532 0.335
C -2.239 1.033 -0.138
C -1.785 -1.267 0.227
C -1.273 -0.018 -0.134
C 1.406 1.050 0.424
C 2.782 0.544 -0.045
C 2.865 -1.017 0.235
O 1.822 -1.714 -0.342
H -5.195 -0.637 0.180
H -4.128 1.658 -0.061
H -3.406 -2.447 0.719
H -1.960 2.061 -0.432
H -1.198 -2.193 0.323
H 1.329 2.197 0.454
H 1.255 0.961 1.469
H 3.043 0.746 -1.038
H 3.447 1.089 0.599
H 3.907 -1.245 -0.310
H 2.806 -1.113 1.259
```

Computed properties:
- Orbital gap (alpha / beta): 6.911 / 6.912 eV
- Energy: -12230.8234 eV
- Largest force on an atom: 4.61 eV/A
- Charge: 0

---

This record from OMol25 describes an isolated molecule of C4H7Cl2O4P in a non-equilibrium geometry. The level of theory is the ωB97M-V functional and the def2-TZVPD basis.

XYZ file:
```
18
Properties=species:S:1:pos:R:3
C -0.177 1.144 1.019
C -2.043 2.418 0.411
C 1.267 -2.300 0.660
C 0.723 0.015 0.645
O 0.329 2.089 1.533
O 0.405 -0.326 -0.970
O -1.443 1.117 0.567
O 0.576 -1.193 1.250
P 0.547 -0.402 -2.611
Cl -1.254 -1.068 -2.933
Cl 1.576 -2.065 -2.921
H -2.594 2.285 -0.475
H -1.384 3.207 0.474
H -2.669 2.478 1.329
H 1.896 -1.977 -0.255
H 0.552 -3.089 0.393
H 2.028 -2.767 1.422
H 1.665 0.436 0.461
```

Computed properties:
- Orbital gap: 9.572 eV
- SMILES: COC(=O)[C@@H](OC)OP(Cl)Cl
- Energy: -46784.3284 eV
- Largest force on an atom: 4.47 eV/A
- Charge: 0

---

This record from OMol25 describes a structure of composition CH3Cl2OP in a non-equilibrium geometry. The level of theory is the ωB97M-V functional and the def2-TZVPD basis.

XYZ file:
```
8
Properties=species:S:1:pos:R:3
C -0.873 0.019 -0.610
O 0.387 -0.349 -0.394
P 1.016 -0.229 1.195
Cl -2.058 -1.153 -0.040
Cl -1.237 1.604 0.086
H -1.057 0.163 -2.010
H 1.723 0.966 0.960
H 2.100 -1.021 0.814
```

Computed properties:
- Orbital gap: 10.654 eV
- Energy: -37465.2303 eV
- Largest force on an atom: 5.06 eV/A
- Charge: 0

---

This record from OMol25 describes a structure of composition C36H32BrN3O6PTi in a non-equilibrium geometry. The level of theory is the ωB97M-V functional and the def2-TZVPD basis.

XYZ file:
```
80
Properties=species:S:1:pos:R:3
Ti 1.211 -0.267 -0.922
C -3.771 3.814 -4.034
C -4.373 2.921 -3.156
C -3.597 2.053 -2.396
C -2.208 2.072 -2.506
C -1.613 2.968 -3.395
C -2.392 3.835 -4.159
P -1.118 0.949 -1.556
C -2.092 0.766 0.011
C -2.382 -0.469 0.585
C -2.986 -0.547 1.837
C -3.324 0.607 2.532
C -3.069 1.847 1.957
C -2.456 1.920 0.712
C -1.293 -0.686 -2.315
C -2.315 -1.136 -3.147
C -2.327 -2.473 -3.517
C -1.332 -3.329 -3.046
C -0.305 -2.847 -2.243
C -0.243 -1.500 -1.868
H -4.380 4.493 -4.621
H -5.453 2.901 -3.061
H -4.070 1.358 -1.711
H -0.533 2.977 -3.488
H -1.919 4.527 -4.845
H -2.119 -1.377 0.058
H -3.183 -1.521 2.274
H -3.767 0.542 3.519
H -3.342 2.758 2.481
H -2.268 2.894 0.269
H -3.083 -0.458 -3.510
H -3.106 -2.851 -4.170
H -1.344 -4.377 -3.335
H 0.484 -3.529 -1.943
C 4.386 -0.937 1.730
C 3.928 -1.432 0.400
N 3.274 -0.718 -0.499
C 3.048 -1.557 -1.620
C 3.627 -2.823 -1.345
N 4.156 -2.670 -0.053
C 3.745 -4.070 -2.026
O 3.258 -4.133 -3.267
O 4.280 -5.048 -1.493
C 2.444 -1.011 -2.815
O 2.375 -1.685 -3.872
O 1.940 0.209 -2.651
H 3.634 -0.268 2.139
H 5.326 -0.391 1.626
H 4.538 -1.763 2.429
H 4.646 -3.417 0.410
H 2.928 -3.223 -3.565
C 0.527 4.772 1.023
C 1.375 3.661 1.654
C 2.769 4.186 2.027
C 0.678 3.084 2.893
C 1.553 2.587 0.652
N 1.708 1.779 -0.136
H 0.194 5.456 1.809
H -0.356 4.362 0.527
H 1.103 5.335 0.287
H 2.666 4.921 2.832
H 3.248 4.667 1.173
H 3.408 3.374 2.375
H 0.589 3.878 3.639
H 1.242 2.246 3.306
H -0.318 2.709 2.644
Br 0.021 -1.019 5.277
C -0.120 -2.370 3.945
C -0.637 -3.583 4.396
C -0.851 -4.623 3.512
C -0.564 -4.449 2.170
C -0.048 -3.238 1.733
C 0.195 -2.180 2.604
C 0.795 -0.920 1.995
O 1.304 -0.044 2.662
O 0.732 -0.887 0.711
H -0.874 -3.698 5.446
H -1.250 -5.564 3.873
H -0.739 -5.250 1.463
H 0.185 -3.089 0.690
```

Computed properties:
- Orbital gap (alpha / beta): 4.318 / 4.518 eV
- Energy: -157058.1256 eV
- Largest force on an atom: 3.07 eV/A
- Charge: -1

---

This record from OMol25 describes a cluster of 2 separate species, C8H7O5 in total in a non-equilibrium geometry. The level of theory is the ωB97M-V functional and the def2-TZVPD basis.

XYZ file:
```
20
Properties=species:S:1:pos:R:3
C -1.279 1.535 -1.524
C -1.872 0.232 -1.634
C 1.178 -0.664 -0.003
C 0.738 0.546 -0.257
C 2.421 -0.756 0.803
C -1.397 0.731 -0.338
C 0.301 -1.929 -0.090
C -1.759 0.904 1.148
O 3.206 0.330 0.712
O -0.776 2.535 -2.016
O -2.307 -0.680 -2.330
O 2.781 -1.697 1.454
O 1.193 1.682 -0.323
H 0.901 -2.776 -0.384
H -0.416 -1.888 -0.862
H -0.120 -2.147 0.910
H -1.296 1.925 1.546
H -1.388 0.076 1.606
H -2.871 1.008 1.316
H 2.761 1.034 0.268
```

Computed properties:
- Orbital gap (alpha / beta): 6.058 / 5.770 eV
- Multiplicity: 3
- Energy: -18643.2671 eV
- ⟨S²⟩: 2.022
- Largest force on an atom: 5.13 eV/A
- Charge: -1

---

This record from OMol25 describes a cluster of 5 separate species, C7H24N8O5 in total in a non-equilibrium geometry. The level of theory is the ωB97M-V functional and the def2-TZVPD basis.

XYZ file:
```
44
Properties=species:S:1:pos:R:3
C -12.960 -0.052 15.111
C -12.872 -1.531 14.840
C -11.579 -1.913 14.141
O -12.971 -2.178 16.104
H -13.807 0.253 15.723
H -12.981 0.507 14.170
H -12.065 0.302 15.634
H -13.719 -1.839 14.214
H -11.379 -2.981 14.252
H -10.709 -1.405 14.564
H -11.642 -1.701 13.071
H -13.056 -3.132 15.985
C -11.251 -10.898 17.051
O -11.051 -9.696 16.833
N -12.402 -11.478 16.602
N -10.478 -11.630 17.895
H -12.949 -10.920 15.954
H -12.520 -12.473 16.510
H -10.775 -12.560 18.121
H -9.706 -11.194 18.362
C -15.279 -9.937 14.613
O -14.380 -9.664 15.403
N -16.473 -10.466 15.010
N -15.120 -9.727 13.271
H -17.104 -10.799 14.307
H -16.518 -10.706 15.983
H -15.820 -9.922 12.582
H -14.223 -9.362 13.003
C -8.954 -9.071 13.433
O -8.459 -9.297 12.339
N -9.250 -10.062 14.340
N -9.291 -7.813 13.882
H -9.752 -9.838 15.186
H -8.942 -10.977 14.070
H -9.061 -7.074 13.245
H -10.005 -7.765 14.583
C -11.755 -6.133 15.890
O -12.281 -5.051 15.698
N -10.452 -6.272 16.353
N -12.331 -7.330 15.583
H -9.985 -5.397 16.511
H -10.317 -7.047 16.983
H -11.935 -8.205 15.905
H -13.307 -7.356 15.346
```

Computed properties:
- Orbital gap: 9.354 eV
- SMILES: NC(N)=O.NC(N)=O.NC(N)=O.NC(N)=O.CC(C)O
- Energy: -29811.2102 eV
- Largest force on an atom: 1.53 eV/A
- Charge: 0

---

This record from OMol25 describes a structure of composition C26H25F4N4OS2Zr. The level of theory is the ωB97M-V functional and the def2-TZVPD basis.

XYZ file:
```
63
Properties=species:S:1:pos:R:3
Zr -0.015 -0.427 -1.684
C -1.894 1.244 2.044
C -1.659 0.420 0.823
N -0.575 0.588 0.138
N 0.367 1.525 0.569
C 0.917 2.177 -0.404
S 0.505 2.037 -2.115
S 2.219 3.293 -0.128
C 2.413 3.306 1.690
C 1.706 4.449 2.363
C 2.431 5.530 2.848
C 1.785 6.589 3.471
C 0.406 6.574 3.612
C -0.325 5.497 3.127
C 0.322 4.441 2.507
C -2.668 -0.527 0.326
C -3.566 -1.133 1.217
C -4.576 -1.957 0.774
C -4.742 -2.162 -0.595
C -3.880 -1.577 -1.498
C -2.822 -0.784 -1.055
O -1.972 -0.269 -1.969
H -2.162 2.254 1.722
H -0.983 1.325 2.634
H -2.710 0.863 2.647
H 3.489 3.377 1.845
H 2.074 2.338 2.052
H 3.510 5.545 2.743
H 2.360 7.424 3.848
H -0.098 7.398 4.099
H -1.402 5.482 3.237
H -0.244 3.600 2.126
H -3.452 -0.970 2.280
H -5.244 -2.425 1.483
H -5.552 -2.782 -0.956
H -3.995 -1.719 -2.565
C 2.458 -1.860 -3.205
N 2.374 -0.784 -2.195
C 3.227 0.334 -2.650
C 2.876 -1.252 -0.879
C 2.007 -2.369 -0.300
N 0.631 -2.151 -0.736
C -0.177 -3.279 -0.906
C -0.899 -3.400 -2.086
F -0.707 -2.402 -3.018
C -1.725 -4.462 -2.373
F -2.387 -4.484 -3.528
C -1.851 -5.487 -1.458
C -1.128 -5.405 -0.281
F -1.231 -6.374 0.623
C -0.306 -4.326 0.000
F 0.352 -4.272 1.161
H 3.499 -2.067 -3.467
H 1.948 -1.542 -4.117
H 1.991 -2.772 -2.842
H 4.255 -0.017 -2.781
H 3.213 1.141 -1.922
H 2.858 0.721 -3.598
H 2.886 -0.383 -0.215
H 3.908 -1.608 -0.970
H 2.106 -2.367 0.787
H 2.350 -3.348 -0.647
H -2.497 -6.331 -1.651
```

Computed properties:
- Orbital gap: 7.359 eV
- Energy: -69192.9231 eV
- Largest force on an atom: 0.61 eV/A
- Charge: +1

---

This record from OMol25 describes an isolated molecule of C3H10N2O2 in a non-equilibrium geometry. The level of theory is the ωB97M-V functional and the def2-TZVPD basis.

XYZ file:
```
17
Properties=species:S:1:pos:R:3
C -0.252 -0.854 0.255
C 0.394 1.476 -0.041
C 0.198 0.449 -1.014
N 0.591 -1.008 1.388
N -1.591 -0.659 0.681
O -0.171 -2.034 -0.493
O 0.626 2.610 -1.345
H 0.774 -2.245 -0.540
H 1.546 2.534 -1.642
H 0.396 -0.264 2.051
H 0.347 -1.874 1.868
H -1.918 -1.509 1.139
H -2.190 -0.539 -0.132
H 1.331 1.463 0.507
H -0.483 1.858 0.471
H 1.088 0.070 -1.511
H -0.688 0.525 -1.641
```

Computed properties:
- Orbital gap: 9.430 eV
- SMILES: NC(N)(O)CCO
- Energy: -10345.8790 eV
- Largest force on an atom: 6.22 eV/A
- Charge: 0